# 1
This record from the OMol25 dataset describes C27H69N6O12Sr as an isolated structure at a distorted geometry. The level of theory is wB97M-V/def2-TZVPD.

Structure (ORCA input):
```
! RIJCOSX wB97M-V def2-TZVPD def2/J DEFGRID3
* xyz 2 2
Sr -2.980 -4.370 -0.876
C -1.745 -0.120 0.551
C -1.772 -1.608 0.067
O -2.253 -1.953 -1.028
O -1.473 -2.570 0.759
H -1.841 -0.041 1.634
H -2.614 0.401 0.149
H -0.867 0.395 0.161
C -1.106 0.636 -3.117
O -0.948 1.736 -3.745
N -0.150 0.033 -2.500
N -2.158 -0.078 -3.321
H -0.396 -0.805 -1.993
H 0.700 0.563 -2.368
H -2.887 0.332 -3.888
H -2.397 -0.859 -2.728
C 3.837 0.743 3.435
O 4.407 1.881 2.707
C 3.461 2.928 2.744
C 3.185 3.601 4.116
N 2.151 3.065 4.994
C 0.923 2.995 4.317
C 0.008 4.176 4.856
O -1.162 4.324 4.096
C -2.037 3.069 3.871
H 2.898 0.381 3.016
H 3.724 1.010 4.486
H 4.595 -0.039 3.383
H 2.583 2.607 2.183
H 3.834 3.783 2.181
H 2.922 4.657 4.061
H 4.180 3.788 4.519
H 2.405 2.265 5.556
H 0.506 2.059 4.687
H 0.915 3.159 3.240
H 0.551 5.121 4.845
H -0.153 3.964 5.913
H -1.877 2.523 4.801
H -1.673 2.418 3.077
H -3.025 3.487 3.676
C 2.159 -1.651 -0.571
O 2.848 -1.104 -1.631
C 4.238 -1.125 -1.530
C 4.855 -0.398 -2.662
N 4.631 1.100 -2.808
C 4.876 1.455 -4.194
C 3.933 0.845 -5.229
O 2.575 0.944 -4.763
C 1.657 0.527 -5.723
H 2.247 -1.101 0.366
H 2.556 -2.629 -0.301
H 1.094 -1.763 -0.776
H 4.661 -2.129 -1.491
H 4.581 -0.588 -0.645
H 4.358 -0.944 -3.464
H 5.924 -0.548 -2.816
H 3.636 1.217 -2.680
H 5.908 1.339 -4.525
H 4.650 2.520 -4.243
H 4.179 -0.197 -5.432
H 4.060 1.505 -6.087
H 0.687 0.883 -5.376
H 1.560 -0.530 -5.972
H 1.822 0.942 -6.717
C 1.100 5.937 1.494
O 0.610 4.867 0.727
C -0.880 4.974 0.643
C -1.555 4.040 -0.467
N -3.000 4.004 -0.424
C -3.614 3.136 0.575
C -5.076 2.838 0.359
O -5.609 2.322 1.641
C -5.444 0.909 1.772
H 0.808 5.650 2.504
H 0.806 6.975 1.334
H 2.177 5.865 1.344
H -1.290 5.981 0.564
H -1.296 4.584 1.572
H -1.203 3.016 -0.343
H -1.216 4.443 -1.422
H -3.450 3.709 -1.279
H -3.601 3.610 1.556
H -2.935 2.283 0.589
H -5.390 2.389 -0.583
H -5.542 3.818 0.259
H -5.534 0.701 2.839
H -4.468 0.506 1.501
H -6.129 0.360 1.126
C -4.493 -7.307 -0.256
O -3.470 -6.514 0.249
C -2.385 -7.301 0.735
C -1.271 -6.436 1.347
N -0.800 -5.405 0.323
C 0.321 -5.752 -0.555
C 0.286 -4.681 -1.723
O -1.008 -4.616 -2.273
C -1.003 -4.256 -3.607
H -4.082 -7.989 -1.000
H -5.199 -6.627 -0.734
H -5.021 -7.992 0.406
H -1.931 -7.845 -0.093
H -2.727 -7.996 1.503
H -0.469 -6.979 1.848
H -1.732 -5.986 2.226
H -0.612 -4.428 0.498
H -0.003 -6.672 -1.041
H 1.343 -5.859 -0.193
H 1.130 -4.803 -2.402
H 0.503 -3.771 -1.164
H -0.202 -3.692 -4.085
H -1.912 -3.711 -3.863
H -1.135 -5.079 -4.309
O 0.861 -1.368 2.272
H -0.059 -1.615 2.176
H 0.835 -0.463 2.583
*
```

Values from the calculation:
- E: -63443.6618 eV
- E_HOMO (alpha / beta): -11.90 / -11.90 eV
- Gap between HOMO and LUMO (alpha / beta): 6.5 / 3.0 eV
- ⟨S²⟩: 0.755

***

# 2
This record from the OMol25 dataset describes a 7-piece molecular cluster, C27H72N10O11 overall at a distorted geometry. The level of theory is wB97M-V/def2-TZVPD.

Structure (ORCA input):
```
! RIJCOSX wB97M-V def2-TZVPD def2/J DEFGRID3
* xyz 0 1
C -4.195 2.180 -7.460
O -3.648 3.107 -6.504
C -3.217 2.662 -5.230
C -4.170 3.424 -4.223
N -3.740 3.059 -2.898
C -2.649 3.941 -2.450
C -2.490 4.024 -0.941
O -3.453 4.854 -0.241
C -3.068 5.130 1.113
H -3.979 2.594 -8.445
H -5.262 2.036 -7.291
H -3.766 1.178 -7.459
H -2.225 3.082 -5.060
H -3.174 1.577 -5.141
H -5.197 3.063 -4.282
H -4.310 4.489 -4.409
H -4.573 3.124 -2.331
H -2.723 4.983 -2.763
H -1.699 3.624 -2.881
H -1.540 4.527 -0.763
H -2.289 3.013 -0.587
H -1.984 5.202 1.200
H -3.479 4.284 1.664
H -3.383 6.134 1.398
C -4.336 0.056 1.264
O -4.050 -1.263 1.569
C -3.111 -1.568 2.543
C -3.269 -3.024 2.935
N -3.331 -3.252 4.332
C -3.294 -4.703 4.607
C -4.513 -5.511 4.348
O -4.563 -5.907 2.902
C -5.846 -6.564 2.652
H -3.512 0.529 0.729
H -4.551 0.734 2.090
H -5.114 -0.011 0.504
H -3.331 -0.906 3.380
H -2.089 -1.362 2.225
H -2.461 -3.480 2.362
H -4.141 -3.473 2.458
H -2.555 -2.822 4.815
H -2.934 -4.970 5.601
H -2.457 -5.147 4.069
H -5.376 -4.931 4.676
H -4.462 -6.289 5.110
H -6.710 -5.953 2.913
H -5.911 -7.502 3.203
H -5.955 -6.718 1.578
C -0.320 -0.638 0.299
O -1.031 0.443 -0.295
C -1.542 0.221 -1.587
C -0.697 0.844 -2.815
N 0.336 1.800 -2.383
C 1.620 1.468 -3.037
C 2.227 0.180 -2.444
O 3.403 -0.093 -3.212
C 4.474 0.809 -2.931
H 0.669 -0.708 -0.153
H -0.794 -1.601 0.107
H -0.233 -0.710 1.383
H -2.493 0.753 -1.582
H -1.682 -0.849 -1.742
H -1.315 1.430 -3.496
H -0.274 -0.010 -3.344
H 0.485 1.655 -1.395
H 2.365 2.220 -2.777
H 1.569 1.442 -4.126
H 1.568 -0.688 -2.468
H 2.563 0.313 -1.416
H 4.205 1.865 -2.975
H 5.236 0.464 -3.629
H 4.702 0.539 -1.900
C 0.331 -4.819 3.832
O 0.297 -4.405 5.179
C 0.372 -2.970 5.272
C 1.741 -2.376 5.654
N 2.487 -2.002 4.493
C 1.876 -0.920 3.702
C 1.873 0.483 4.402
O 3.217 0.801 4.554
C 3.604 1.923 5.364
H 0.168 -5.881 3.650
H 1.377 -4.854 3.526
H -0.381 -4.239 3.246
H -0.222 -2.829 6.174
H -0.261 -2.474 4.536
H 2.395 -3.048 6.209
H 1.578 -1.481 6.255
H 3.454 -1.793 4.698
H 0.845 -1.103 3.399
H 2.519 -0.838 2.826
H 1.363 0.361 5.357
H 1.424 1.359 3.934
H 2.847 1.996 6.145
H 3.683 2.801 4.722
H 4.536 1.681 5.875
C 0.687 6.075 -2.935
O 0.328 7.125 -2.449
N 1.135 4.997 -2.300
N 0.701 5.829 -4.196
H 1.458 4.241 -2.887
H 1.105 5.026 -1.291
H 0.943 4.971 -4.671
H 0.143 6.582 -4.573
C 5.650 -3.086 -3.411
O 6.147 -4.109 -2.943
N 6.096 -2.560 -4.441
N 4.466 -2.581 -2.994
H 5.848 -1.624 -4.729
H 6.909 -3.049 -4.786
H 3.982 -3.009 -2.218
H 3.876 -1.895 -3.442
C 7.828 0.135 -1.401
O 7.735 0.817 -2.428
N 8.842 0.211 -0.568
N 6.913 -0.701 -0.933
H 8.550 0.110 0.393
H 9.340 1.062 -0.788
H 7.077 -1.532 -0.381
H 6.159 -0.810 -1.596
*
```

Values from the calculation:
- E: -66582.4477 eV
- ΔE to the lowest compared entry with this formula, charge and spin: 140.1 kcal/mol
- E_HOMO: -8.89 eV
- Gap between HOMO and LUMO: 9.0 eV
- SMILES: COCCNCCOC.COCCNCCOC.COCCNCCOC.COCCNCCOC.NC(N)=O.NC(N)=O.NC(N)=O